[1]
ORCA calculation (ωB97M-V/def2-TZVPD) on a structure of composition C15H24N6O6Zn at a distorted geometry.

Values from the calculation:
total charge	0
calculated total energy	-85577.5623	eV
E_LUMO (alpha / beta)	-0.0279 / -0.0526	Eh
HOMO (alpha / beta)	-8.105 / -8.264	eV
energy above the lowest of the compared OMol25 structures with the same formula, charge and spin	3.1	kcal per mole
frontier orbital gap (alpha / beta)	7.345 / 6.831	eV

Geometry as XYZ:
```
52
Properties=species:S:1:pos:R:3:forces:R:3
O 1.40231 2.65463 -3.34335 0.4 0.7 -0.5
H 1.90663 2.92675 -4.12704 0.0 0.0 0.3
Zn 0.79492 0.10151 -1.24046 0.0 0.5 0.2
N -0.90146 1.35673 -1.34959 -1.3 0.6 0.3
N 0.95660 1.57356 0.33537 -0.1 0.7 1.1
N -0.43501 -1.53536 -1.47227 -0.2 -3.0 1.3
N 1.26455 -1.27564 0.28061 -0.6 -3.4 0.3
O -2.00705 1.08346 -1.94281 0.9 0.5 0.3
O -1.64038 -1.50658 -2.08799 -0.1 0.6 -0.6
O 1.76946 -0.99139 1.48616 0.7 0.9 0.0
O 1.63309 1.52094 1.43353 -0.2 0.4 -1.0
C 0.35703 2.74377 0.03883 0.0 -0.9 -0.2
C -0.67485 2.62631 -0.93563 0.4 -0.3 -0.2
C -0.01572 -2.70940 -1.00658 -1.1 2.4 -1.9
C 0.92974 -2.55123 0.07831 1.6 3.0 0.8
C -1.42899 3.77054 -1.50411 -0.3 0.3 0.2
H -1.09495 3.96376 -2.53428 -0.1 -0.2 0.2
H -1.25130 4.68107 -0.92438 -0.1 -0.2 -0.2
H -2.50148 3.54825 -1.51307 0.2 0.0 -0.1
C 0.74525 3.96057 0.79147 -0.1 0.4 0.0
H 1.82771 4.11398 0.69419 -0.2 0.0 0.1
H 0.51407 3.83795 1.85789 0.1 0.1 -0.2
H 0.22661 4.84037 0.40611 0.1 -0.1 0.2
C -0.55305 -4.02997 -1.42579 -0.2 -0.2 0.0
C 1.30015 -3.65789 0.99910 -0.1 -0.1 0.2
H -1.03366 -3.94050 -2.40457 0.0 0.0 0.3
H -1.28427 -4.41514 -0.70193 0.1 0.1 -0.2
H 0.26238 -4.76153 -1.48857 -0.2 0.2 0.0
H 1.82689 -3.24292 1.86253 -0.1 -0.2 -0.2
H 1.94521 -4.38765 0.49256 -0.1 0.1 0.1
H 0.40552 -4.19181 1.34473 0.2 0.1 0.0
H -1.87276 -0.49251 -2.06880 0.2 -0.9 -0.3
H 1.77931 0.06611 1.49692 0.3 -0.9 0.2
C 2.41219 0.76462 -2.21512 2.7 -1.1 1.9
H 2.09885 1.94387 -2.72282 -1.2 0.6 -0.3
H 2.70884 0.19773 -3.09789 0.3 0.1 0.1
H 3.24582 0.85015 -1.50328 0.5 0.2 -0.4
O 0.47047 0.29240 -3.36246 -1.7 -0.4 -2.5
H 0.68184 1.25216 -3.60782 -0.3 -0.7 0.2
H -0.14914 -0.08471 -4.00681 0.0 0.3 0.2
N -1.71496 -2.42843 6.35158 0.2 1.2 -2.4
C -1.61593 -1.91175 5.30532 -0.2 -1.1 2.1
C -1.47642 -1.27811 4.01409 0.1 0.1 -0.3
C -1.08851 0.05863 3.90754 0.0 0.4 -0.4
C -0.91369 0.60647 2.62643 0.1 -0.6 0.8
N -1.04987 -0.10808 1.51841 -1.1 0.4 -0.3
C -1.56513 -1.32734 1.61129 0.2 -0.6 0.8
C -1.74306 -1.98681 2.83743 -0.1 0.2 -0.4
H -0.90285 0.68060 4.78001 -0.1 -0.2 -0.1
H -0.63659 1.65318 2.51073 0.1 -0.3 0.1
H -1.83380 -1.83051 0.67798 0.2 0.1 0.3
H -2.08054 -3.02480 2.84831 0.0 0.4 0.1
```
Forces are in eV/Å.



[2]
ORCA calculation (ωB97M-V/def2-TZVPD) on a cluster of 2 separate species, C15H24NO5S in total at a distorted geometry.

Values from the calculation:
total charge	-1
calculated total energy	-38498.0385	eV
E_LUMO	0.0020	Eh
HOMO	-1.159	eV
frontier orbital gap	1.213	eV

Geometry as XYZ:
```
46
Properties=species:S:1:pos:R:3:forces:R:3
C -2.87782 3.45150 0.78411 -1.0 -0.4 -0.1
C -3.10482 2.14037 -0.21425 1.0 0.5 0.0
C -2.92544 2.63167 -1.77757 0.8 -0.2 0.6
C -2.78031 1.35342 -2.79693 -1.6 -0.1 -0.2
N -1.82474 0.27376 -2.33917 -0.2 0.8 -1.0
C -0.36681 0.76022 -2.36207 1.3 -0.4 0.8
C 0.50966 -0.39925 -1.53871 -2.0 0.4 -0.1
C 0.50811 -0.18693 0.08705 1.0 -1.2 0.3
C 1.67951 0.83032 0.64769 -0.7 -0.6 0.9
C 1.41894 2.41740 0.30782 0.0 -0.7 2.0
S 2.47452 3.10039 -1.08307 -0.8 7.1 -4.5
O 3.20790 4.39595 -0.56592 -1.5 -5.5 -0.8
O 1.62402 3.58577 -2.31778 2.7 -2.9 4.7
O 3.58749 1.93990 -1.71572 -2.4 0.4 1.8
H -2.27467 4.31488 0.22994 -1.3 -1.9 1.3
H -2.32352 3.13320 1.78335 -1.2 0.8 -2.1
H -3.97815 3.82482 1.05183 2.5 -0.4 -0.4
H -4.14207 1.61678 0.00024 2.1 1.1 -0.5
H -2.24786 1.37641 0.02287 -1.8 1.3 -0.7
H -1.92114 3.26698 -1.81726 -2.1 -1.4 0.0
H -3.80135 3.37943 -2.05790 1.7 -1.7 0.3
H -3.85892 0.84355 -2.84033 2.1 1.0 0.1
H -2.58401 1.75196 -3.88954 0.0 -0.5 1.9
H -1.83392 -0.46911 -3.10110 -0.2 1.4 1.3
H -0.26209 1.80440 -1.83257 -0.4 -2.0 -0.6
H -0.07659 -1.41969 -1.73914 1.4 2.0 0.4
H 1.57932 -0.55101 -2.00676 -1.7 0.4 1.2
H 0.75750 -1.25425 0.55989 -0.3 2.2 -0.6
H -0.56306 0.08981 0.53202 2.3 -0.3 -1.3
H 1.63932 0.74253 1.83765 0.1 0.3 -2.5
H 2.77629 0.45492 0.36249 -2.4 1.0 0.4
H 0.29111 2.67002 0.09038 2.4 -0.7 -0.1
H 1.71729 3.02286 1.29151 -0.3 -1.0 -2.5
H 3.04817 1.09234 -1.81372 0.6 1.3 -0.1
C 0.01790 -4.44284 2.56978 0.0 -0.2 0.5
C 0.72714 -4.98641 3.56368 -0.4 0.2 -0.2
C 2.17238 -5.24985 3.41844 0.4 -0.3 0.6
O 2.82190 -5.74919 4.32690 -0.4 0.3 -0.5
C 2.80345 -4.88805 2.13367 -0.1 0.2 -0.4
C 2.09422 -4.34447 1.13977 0.5 -0.2 0.2
C 0.64898 -4.08104 1.28501 -0.6 0.5 -0.9
O -0.00054 -3.58170 0.37655 0.5 -0.6 0.8
H -1.04301 -4.24372 2.65959 0.0 0.0 -0.1
H 0.27899 -5.25668 4.51233 0.1 0.0 0.0
H 3.86437 -5.08717 2.04386 0.0 0.0 0.0
H 2.54237 -4.07421 0.19112 -0.1 0.0 0.0
```
Forces are in eV/Å.



[3]
ORCA calculation (ωB97M-V/def2-TZVPD) on a structure of composition C15H25AsMoN3OS2Si at a distorted geometry.

Values from the calculation:
total charge	+3
calculated total energy	-114696.0352	eV
E_LUMO	-0.4031	Eh
HOMO	-17.863	eV
energy above the lowest of the compared OMol25 structures with the same formula, charge and spin	12.3	kcal per mole
frontier orbital gap	6.895	eV

Geometry as XYZ:
```
49
Properties=species:S:1:pos:R:3:forces:R:3
Mo -0.08119 0.29519 0.46118 -0.8 1.6 0.7
C 1.76891 -2.59736 -3.85186 0.0 -0.3 0.1
Si 1.93999 -2.93030 -2.01892 -0.1 -0.1 0.0
C 2.18011 -4.73877 -1.56580 0.2 0.2 -0.2
C 3.21263 -1.79289 -1.24446 -0.1 -0.3 0.1
C 0.19398 -2.50804 -1.26244 -0.1 0.0 -0.2
C -0.88552 -3.38223 -1.47507 0.2 0.1 -0.1
C -2.17526 -3.13879 -0.99590 -0.1 0.0 0.1
C -2.44784 -2.00315 -0.25419 -0.2 0.0 0.0
N -1.41956 -1.18640 -0.02030 0.3 0.1 -0.5
C -0.22110 -1.39101 -0.54132 0.4 -1.6 0.1
S 1.16128 1.24874 -0.84571 0.4 0.2 -0.6
H 2.68299 -2.91451 -4.35946 0.0 0.0 0.0
H 1.61223 -1.54841 -4.09884 0.0 0.1 0.1
H 0.95385 -3.17129 -4.29682 0.0 0.0 0.0
H 3.15989 -5.06229 -1.92844 0.0 0.0 0.0
H 1.46037 -5.41295 -2.03032 -0.1 0.1 -0.1
H 2.16807 -4.93632 -0.49366 0.0 0.1 0.1
H 4.20580 -2.17985 -1.48089 0.0 0.0 0.0
H 3.14469 -1.75907 -0.15484 0.0 0.0 0.0
H 3.17270 -0.77890 -1.63788 -0.1 0.1 -0.1
H -0.72724 -4.29863 -2.02971 0.1 0.0 0.0
H -2.95938 -3.86115 -1.17606 -0.1 0.0 0.0
H -3.41246 -1.77017 0.17569 0.0 0.0 0.0
C -1.62324 4.34413 0.78410 0.0 0.0 0.0
As -2.47621 2.82640 0.00030 -0.1 -0.3 0.1
C -2.37210 2.85455 -1.90208 0.0 0.0 -0.1
C -4.25726 2.59701 0.63819 0.0 0.1 0.0
O -1.64095 1.39689 0.54784 -0.4 0.6 0.2
H -2.21026 5.23394 0.54607 0.0 0.0 0.0
H -0.62563 4.46132 0.35882 0.0 0.0 0.0
H -1.59469 4.21945 1.86726 0.0 0.0 -0.1
H -2.94741 3.71271 -2.25820 0.0 0.0 0.0
H -2.80814 1.93778 -2.30156 0.0 0.1 0.1
H -1.33516 2.96164 -2.22376 -0.1 0.0 0.1
H -4.84522 3.46430 0.32818 0.0 0.0 0.0
H -4.25365 2.52763 1.72606 0.0 0.0 -0.1
H -4.68241 1.69432 0.19937 0.1 0.0 0.0
S 1.01050 -1.05667 2.10931 0.4 -0.8 0.2
C 1.37674 0.41331 2.88498 0.2 -0.5 0.2
N 2.13216 0.54821 3.99614 -0.2 0.1 -0.2
C 2.38116 1.76253 4.52848 -0.1 0.3 -0.2
C 1.86474 2.87917 3.90436 0.1 -0.3 0.1
C 1.10659 2.68187 2.75306 0.0 0.3 0.1
N 0.85380 1.46908 2.27012 0.1 0.0 0.0
H 2.52528 -0.28166 4.43598 0.0 0.0 0.0
H 2.98942 1.78067 5.42383 0.0 0.1 0.0
H 2.05264 3.86733 4.29517 0.0 0.0 0.0
H 0.69141 3.52264 2.21396 0.0 0.0 0.0
```
Forces are in eV/Å.



[4]
ORCA calculation (ωB97M-V/def2-TZVPD) on a structure of composition C15H25B3IN3O4 at a distorted geometry.

Values from the calculation:
total charge	0
calculated total energy	-38756.4012	eV
E_LUMO	0.0133	Eh
HOMO	-8.330	eV
frontier orbital gap	8.693	eV

Geometry as XYZ:
```
51
Properties=species:S:1:pos:R:3:forces:R:3
N 4.41081 -2.56012 0.20045 -0.2 0.5 0.7
C 3.14992 -1.83424 0.52931 -0.1 -0.1 -0.2
C 2.24474 -1.60537 -0.70051 0.1 0.7 0.3
C 1.19910 -0.51056 -0.32412 -0.1 -1.3 -0.6
C 0.02387 -0.42476 -1.33274 -0.5 0.6 0.5
C -0.74981 0.93367 -1.08478 0.5 0.1 0.3
B -1.90045 0.71767 -0.02581 -0.7 1.3 -0.6
O -1.88581 1.32356 1.25207 1.1 -1.8 -0.3
B -1.87486 0.23887 2.14505 -1.4 1.0 0.3
O -2.92257 -0.68071 2.03545 1.4 -0.6 -0.7
B -3.08304 -1.11761 0.70274 -1.4 0.6 0.6
C -3.39365 -2.66211 0.48065 0.2 0.8 -0.3
C -3.12344 -3.22065 -0.93209 -1.0 1.1 1.4
O -2.59428 -4.25069 -1.02691 1.2 -2.1 -0.6
I -3.69947 -2.25358 -2.76912 -0.2 0.3 0.1
O -2.98617 -0.14626 -0.28243 1.3 -0.9 0.3
H 5.13455 -1.84035 0.18554 0.0 -0.3 -0.3
H 4.66069 -3.12348 1.01372 0.0 0.0 -0.3
H 3.38864 -0.84997 0.98366 -0.2 -0.4 -0.2
H 2.58629 -2.39214 1.30025 0.2 0.1 -0.3
H 2.87049 -1.24078 -1.53852 -0.3 -0.2 0.3
H 1.74062 -2.52183 -1.05186 0.3 0.2 0.3
H 0.76871 -0.82198 0.65351 0.3 0.5 -0.2
H 1.72675 0.45229 -0.21683 -0.4 -0.3 0.0
H 0.33240 -0.54114 -2.38451 0.1 0.2 0.4
H -0.70111 -1.24030 -1.13084 0.6 0.1 -0.3
H -1.08476 1.41618 -2.01979 -0.1 -0.4 0.3
H -0.02052 1.62412 -0.61686 -0.4 -0.1 -0.4
H -1.03426 0.10295 2.97353 -0.1 0.1 0.1
H -4.41052 -2.91521 0.84051 0.3 0.2 -0.5
H -2.71002 -3.21182 1.15720 -0.3 0.1 -0.4
N 5.12402 0.41103 4.31032 -0.1 0.0 0.0
C 4.61626 1.66447 4.52122 0.1 0.0 0.0
C 3.26954 1.62111 4.27294 0.0 0.1 0.0
C 2.95065 0.28791 3.90273 0.0 -0.1 0.0
C 4.11433 -0.43419 3.93779 0.1 -0.1 0.0
H 6.08858 0.15158 4.41359 -0.1 0.0 0.0
H 5.25548 2.47581 4.82732 0.0 0.0 0.0
H 2.58794 2.45267 4.34934 0.0 0.0 0.0
H 1.97785 -0.09689 3.64125 0.0 0.0 0.0
H 4.31180 -1.47295 3.72959 0.0 0.0 0.0
N -3.35420 3.78735 -4.60600 0.0 -0.1 0.0
C -3.19117 3.51988 -3.27324 0.0 0.1 0.0
C -3.64849 2.24937 -3.04000 0.1 0.1 0.1
C -4.09961 1.72850 -4.28016 0.0 -0.1 -0.1
C -3.90356 2.69847 -5.22730 0.0 0.1 0.0
H -3.10846 4.64956 -5.05818 0.0 -0.1 0.0
H -2.76689 4.25480 -2.60909 0.0 0.0 0.0
H -3.65867 1.74678 -2.08659 0.0 0.0 0.0
H -4.52097 0.75200 -4.45631 0.0 0.0 0.0
H -4.10728 2.70907 -6.28515 0.0 0.0 0.0
```
Forces are in eV/Å.



[5]
ORCA calculation (ωB97M-V/def2-TZVPD) on a structure of composition C15H25IN6S2Se4V at a distorted geometry.

Values from the calculation:
total charge	0
calculated total energy	-341747.0897	eV
multiplicity	4
⟨S²⟩	3.768
E_LUMO (alpha / beta)	-0.0130 / -0.0208	Eh
HOMO (alpha / beta)	-5.478 / -5.495	eV
energy above the lowest of the compared OMol25 structures with the same formula, charge and spin	15.1	kcal per mole
frontier orbital gap (alpha / beta)	5.123 / 4.930	eV

Geometry as XYZ:
```
54
Properties=species:S:1:pos:R:3:forces:R:3
V -0.10602 -0.60390 0.49241 1.3 1.7 2.1
C 1.21050 1.18413 3.06190 0.0 0.0 -0.2
C 2.08869 1.34948 1.82927 -0.2 0.0 0.1
N 1.31044 1.17380 0.59832 -0.5 0.0 0.1
C 0.65452 2.38930 0.11864 -0.1 -0.1 0.1
C -0.66193 2.73089 0.82714 0.0 -0.1 -0.1
S -1.74920 1.28738 1.12545 -0.1 0.2 -0.1
C -1.83932 1.18540 2.95348 0.0 -0.1 -0.1
C -0.93159 0.11921 3.58679 0.0 0.2 -0.1
N 0.32529 0.03023 2.87026 -0.1 -0.2 0.2
H 0.60346 2.07597 3.23010 0.0 0.0 0.0
H 1.84367 1.06091 3.94539 0.0 0.0 0.1
H 2.86062 0.58168 1.83167 0.0 0.0 -0.1
H 2.60017 2.31746 1.84074 0.0 0.0 0.0
H 2.01185 0.92353 -0.12051 0.2 0.1 -0.1
H 0.45345 2.26370 -0.94582 0.0 0.0 0.0
H 1.31849 3.25689 0.21534 0.0 0.0 0.0
H -1.23440 3.41836 0.20582 0.0 0.1 0.0
H -0.50115 3.21215 1.78980 0.0 0.0 0.0
H -2.88361 0.99019 3.19586 0.0 0.0 0.0
H -1.60373 2.18288 3.31970 0.0 0.0 0.0
H -1.40702 -0.86190 3.54567 0.0 0.0 0.0
H -0.80857 0.37344 4.64861 0.0 0.0 0.0
H 0.82104 -0.82521 3.11101 -0.1 -0.1 -0.1
Se 4.09328 0.94833 -0.85508 0.7 0.3 -0.1
Se 4.23553 -1.34590 -0.72146 0.1 -0.3 0.1
Se 3.51871 -2.00124 1.41119 0.2 0.0 -0.1
Se 1.25932 -2.56792 1.16229 0.2 -0.7 0.1
C 2.95990 1.50831 -4.29827 -0.1 0.0 0.0
C 2.51345 0.06810 -4.03353 0.1 0.1 0.0
C 1.26143 0.01358 -3.22909 -0.2 0.0 -0.1
N 1.19551 -0.20023 -1.97240 0.0 -0.2 0.0
N -0.08168 -0.19524 -1.46844 -0.3 0.3 -1.6
C -0.98938 0.05223 -2.37919 0.1 0.1 0.0
N -2.32091 0.18756 -2.11575 0.0 -0.1 0.0
S -0.32457 0.28173 -3.94845 0.0 0.0 0.0
H 3.86222 1.50605 -4.90820 0.0 0.0 0.0
H 3.18953 1.99585 -3.35153 0.0 0.0 0.0
H 2.18802 2.07431 -4.82561 0.0 0.0 0.0
H 3.28056 -0.45797 -3.46395 0.0 0.0 0.0
H 2.35156 -0.45661 -4.97791 0.0 -0.1 0.0
H -2.63123 -0.16294 -1.22143 0.0 0.0 0.0
H -2.95535 0.02684 -2.88021 0.0 0.0 0.0
I -0.18423 -3.37237 -2.12097 -0.1 0.0 0.1
C -1.68603 -2.98322 -0.71526 0.2 0.0 -0.1
C -2.80018 -3.81305 -0.81842 -0.1 -0.1 0.0
C -3.84910 -3.67436 0.06501 0.1 0.0 -0.1
C -3.73636 -2.70408 1.04893 0.0 0.0 0.1
C -2.60185 -1.92934 1.08409 0.0 0.0 0.0
N -1.56652 -2.01397 0.21181 -1.5 -1.3 -0.2
H -2.81909 -4.56594 -1.59176 0.0 0.0 0.0
H -4.72401 -4.30554 -0.00962 0.0 0.0 0.0
H -4.50813 -2.54665 1.78908 0.0 0.0 0.0
H -2.50604 -1.18230 1.85709 0.1 0.0 0.0
```
Forces are in eV/Å.